No. 1
The following is a DFT calculation (ωB97M-V/def2-TZVPD) of a structure of composition C3H7CeO2 in a non-equilibrium geometry.

```
13
Properties=species:S:1:pos:R:3:mulliken_charge:R:1
C -1.72326 -0.49742 -0.40616 -0.7132
O -0.44008 0.07306 -0.54541 -0.2186
C 0.59970 -0.79208 -0.22843 -0.3183
C 1.93474 -0.16687 -0.49802 -0.0915
O 2.08648 0.97286 -0.87401 -0.4488
H -2.45696 0.29503 -0.59056 0.2452
H -1.84706 -1.31142 -1.13856 0.2973
H -1.88792 -0.90324 0.60537 0.3105
H 0.56105 -1.73044 -0.81760 0.3480
H 0.57422 -1.06599 0.84664 0.2916
H 2.79135 -0.74732 -0.09257 0.3617
H -0.90776 3.20511 1.30726 -0.1967
Ce 0.71549 2.66874 2.43206 1.1329
```

Results
Gap between HOMO and LUMO (spin up / spin down), Eh: 0.22303 / 0.28688
Total charge: +1
Highest occupied orbital energy (spin up / spin down), eV: -10.81 / -12.91
Total energy, eV: -20235.9868
Relative energy (zero: lowest compared OMol25 entry of this formula, charge and spin), kcal per mole: 63.05
2S+1: 3

---

No. 2
The following is a DFT calculation (ωB97M-V/def2-TZVPD) of an isolated molecule of C3H7Cl2NO2Si in a non-equilibrium geometry.

```
16
Properties=species:S:1:pos:R:3:mulliken_charge:R:1
C 1.54948 -0.04011 1.18277 -1.0107
C -0.36756 1.06497 -1.80777 -1.0116
C -0.09151 -0.55976 0.89323 -0.3189
N -0.06133 -1.79572 0.11672 1.0034
O -0.59717 -2.75649 0.60045 -0.6034
O 0.52769 -1.71843 -0.92640 -0.5742
Si -1.14323 0.80818 -0.04422 0.6988
Cl -1.21912 2.45842 1.04193 -0.2481
Cl -2.93432 -0.01832 -0.37729 -0.2529
H 1.75455 0.44242 0.23665 0.3318
H 1.46505 0.51504 2.05953 0.3867
H 2.24557 -0.97144 1.47219 0.2834
H 0.53101 1.70768 -1.63902 0.2486
H -0.03026 0.07780 -2.09991 0.2844
H -0.91956 1.50196 -2.54126 0.4376
H -0.70928 -0.71620 1.83240 0.3451
```

Results
Gap between HOMO and LUMO, Eh: 0.40046
SMILES: C[C@H]([N+](=O)[O-])[Si](C)(Cl)Cl
Total charge: 0
Highest occupied orbital energy, eV: -10.64
Total energy, eV: -41731.7749
Relative energy (zero: lowest compared OMol25 entry of this formula, charge and spin), kcal per mole: 24.16

---

No. 3
The following is a DFT calculation (ωB97M-V/def2-TZVPD) of an isolated molecule of C3H7Cl2O3P in a non-equilibrium geometry.

```
16
Properties=species:S:1:pos:R:3:mulliken_charge:R:1
C 1.42751 2.05980 0.35048 -0.7123
C 0.35415 -2.46903 -0.07069 -0.5713
C -1.67203 0.36190 -0.90686 -0.1386
O -0.52273 0.64285 2.06078 -0.5970
O 1.17778 0.65287 0.12760 -0.2348
O -0.01614 -1.49651 0.87764 -0.1425
P -0.15744 0.07828 0.77237 0.6069
Cl -2.53855 -1.14258 -1.11301 -0.1193
Cl -2.74672 1.66013 -0.45820 -0.0951
H 0.51421 2.55649 0.12626 0.3083
H 2.19785 2.37252 -0.34236 0.2545
H 1.62770 2.40750 1.29022 0.3403
H 0.19021 -3.58984 0.34991 0.2161
H 1.48122 -2.24300 -0.38110 0.2270
H -0.26896 -2.51413 -0.95833 0.2702
H -1.04806 0.66274 -1.72471 0.3875
```

Results
Gap between HOMO and LUMO (spin up / spin down), Eh: 0.21865 / 0.28110
Total charge: 0
Highest occupied orbital energy (spin up / spin down), eV: -5.27 / -10.93
Total energy, eV: -43696.0143
2S+1: 3

---

No. 4
The following is a DFT calculation (ωB97M-V/def2-TZVPD) of a cluster of 3 separate species, C3H7Cl4NO2 in total in a non-equilibrium geometry.

```
17
Properties=species:S:1:pos:R:3:mulliken_charge:R:1
C 0.68783 -2.11299 0.37213 -0.4345
N 1.36399 -3.28151 -0.19552 0.8888
O 1.82218 -4.09092 0.59041 -0.5313
O 1.39027 -3.40396 -1.39875 -0.5326
H -0.33154 -2.06047 -0.00662 0.1668
H 1.18228 -1.19670 0.06013 0.1082
H 0.62771 -2.13859 1.45327 0.3243
C -3.49091 0.96171 0.64700 -0.3012
Cl -3.02366 2.65775 0.37334 -0.1373
Cl -2.27267 -0.13978 -0.03929 -0.1076
H -3.52221 0.74616 1.70645 0.2523
H -4.44731 0.81000 0.16602 0.2941
C 2.14799 2.61914 -0.79365 -0.2779
Cl 1.46130 4.06829 -0.00162 -0.1575
Cl 0.96180 1.31495 -0.92881 -0.0850
H 2.43218 2.92254 -1.79293 0.2742
H 3.01074 2.32438 -0.21156 0.2562
```

Results
Gap between HOMO and LUMO, Eh: 0.41980
SMILES: C[N+](=O)[O-].ClCCl.ClCCl
Total charge: 0
Highest occupied orbital energy, eV: -11.03
Total energy, eV: -58896.3286
Relative energy (zero: lowest compared OMol25 entry of this formula, charge and spin), kcal per mole: 4.34

---

No. 5
The following is a DFT calculation (ωB97M-V/def2-TZVPD) of an isolated molecule of C3H7ClFN in a non-equilibrium geometry.

```
13
Properties=species:S:1:pos:R:3:mulliken_charge:R:1
C -1.59168 -0.83134 -0.22770 -1.2534
C -0.49065 0.08569 0.30624 0.9532
C 0.84326 0.06129 -0.45366 -1.0028
H -2.51334 -0.67900 0.34055 0.3481
H -1.73883 -0.56583 -1.24721 0.3545
H -1.28897 -1.85236 -0.17014 0.3498
H 1.07587 -0.97363 -0.58729 0.3799
H 0.67536 0.55697 -1.40676 0.4414
H 2.17834 0.30170 1.14046 0.2527
H 2.01313 1.68311 0.20463 0.2692
N 2.05803 0.66371 0.17120 -0.5816
F -0.18371 -0.27223 1.64392 -0.2965
Cl -1.03682 1.82192 0.28574 -0.2144
```

Results
Gap between HOMO and LUMO, Eh: 0.39119
SMILES: C[C@](F)(Cl)CN
Total charge: 0
Highest occupied orbital energy, eV: -9.74
Total energy, eV: -19954.7550
Relative energy (zero: lowest compared OMol25 entry of this formula, charge and spin), kcal per mole: 1.04

---

No. 6
The following is a DFT calculation (ωB97M-V/def2-TZVPD) of the ion C3H7ClN with charge +1 in a non-equilibrium geometry.

```
12
Properties=species:S:1:pos:R:3:mulliken_charge:R:1
C -0.33147 1.18359 -0.11921 -0.6113
C -0.03858 -0.24671 -0.48270 -0.4660
C -1.11048 0.08636 0.52250 0.0947
N 1.27791 -0.81842 -0.06036 -0.4108
Cl -2.73586 -0.23736 -0.08349 -0.1425
H 0.28897 1.65351 0.49937 0.2996
H -0.79495 2.05786 -0.80629 0.2442
H -0.32714 -0.79599 -1.38011 0.4434
H -1.06273 -0.03423 1.60692 0.3510
H 1.81055 -0.43326 0.84592 0.4044
H 1.97903 -0.57000 -0.80655 0.3749
H 1.04476 -1.84534 0.26400 0.4182
```

Results
Gap between HOMO and LUMO, Eh: 0.37955
SMILES: [NH3+][C@@H]1C[C@H]1Cl
Total charge: +1
Highest occupied orbital energy, eV: -14.57
Total energy, eV: -17228.0689
Relative energy (zero: lowest compared OMol25 entry of this formula, charge and spin), kcal per mole: 37.25

---

No. 7
The following is a DFT calculation (ωB97M-V/def2-TZVPD) of an isolated molecule of C3H7ClN2 in a non-equilibrium geometry.

```
13
Properties=species:S:1:pos:R:3:mulliken_charge:R:1
C -0.12586 -0.20766 -0.45967 0.2033
C 0.99655 0.04873 0.57099 0.0660
C -1.28951 -1.03928 -0.00323 -1.3944
N -0.23595 1.28423 -0.50009 -0.4482
N 0.96673 1.52465 0.31834 -0.4075
Cl 2.65608 -0.48160 -0.13644 -0.2823
H 0.29786 -0.55158 -1.37467 0.3513
H 1.15342 -0.53900 1.47201 0.3051
H -1.70933 -0.74965 0.90661 0.4090
H -1.11600 -2.17796 0.06759 0.2863
H -2.19352 -0.94677 -0.56871 0.3632
H -0.12940 1.67336 -1.38354 0.2671
H 0.72893 2.16254 1.09081 0.2812
```

Results
Gap between HOMO and LUMO, Eh: 0.35992
SMILES: C[C@H]1NN[C@@H]1Cl
Total charge: 0
Highest occupied orbital energy, eV: -8.75
Total energy, eV: -18724.6627
Relative energy (zero: lowest compared OMol25 entry of this formula, charge and spin), kcal per mole: 61.58

---

No. 8
The following is a DFT calculation (ωB97M-V/def2-TZVPD) of an isolated molecule of C3H7ClN2S in a non-equilibrium geometry.

```
14
Properties=species:S:1:pos:R:3:mulliken_charge:R:1
C 1.18682 -0.65878 0.29737 0.1649
C 1.07125 0.72540 -0.34251 -0.8526
C -1.86135 -0.62631 0.05087 0.1128
H 1.33021 -0.02966 1.34168 0.2114
H 0.32470 -1.41384 0.35384 -0.1524
H 1.33965 0.66685 -1.44191 0.3303
H 1.85284 1.27127 -0.05979 0.3985
H -0.18620 1.28557 1.08658 0.3421
H -1.75086 0.89958 -1.13352 0.1762
H -1.22735 -1.33044 0.82491 0.1998
N -0.08424 1.34254 -0.00820 -0.3644
N -1.19741 0.49354 -0.44140 -0.0422
S -3.30193 -1.19531 -0.22106 -0.3307
Cl 2.50386 -1.43040 -0.30687 -0.1935
```

Results
Gap between HOMO and LUMO, Eh: 0.33375
SMILES: S=CNNCCCl
Total charge: 0
Highest occupied orbital energy, eV: -8.71
Total energy, eV: -29558.4774
Relative energy (zero: lowest compared OMol25 entry of this formula, charge and spin), kcal per mole: 84.44

---

Q: Which of these has the highest total energy?
A: C3H7ClN

---

Q: What is the total charge in the seventh record?
A: 0